Formula: C19H27BeBr4F7MgN2O8P2
Source: the Open Molecules 2025 dataset
Level of theory: ωB97M-V with the def2-TZVPD basis set

Values from the calculation:
E_LUMO	-10.4	eV
Kohn-Sham gap	1.539	eV
total charge	+2
HOMO energy	-11.97	eV

```
71
C19H27BeBr4F7MgN2O8P2 ωB97M-V with the def2-TZVPD basis set
C 4.337 -2.106 1.989
C 3.720 -0.696 1.612
O 2.312 -0.703 1.498
C 1.683 -0.868 2.744
P -0.127 -1.250 2.390
C -0.982 -2.233 3.739
C -1.720 -3.204 2.809
O -1.088 -4.168 2.525
O -2.996 -2.955 2.307
C -2.797 -3.362 0.994
C -3.861 -3.776 0.043
O -1.713 -3.372 0.439
C -1.045 0.395 2.397
Br -0.661 1.564 3.919
C -1.968 0.914 1.507
C -2.526 2.346 1.790
Br -2.862 0.191 -0.109
H 3.580 -2.857 1.611
H 5.336 -2.229 1.532
H 4.432 -2.140 3.097
H 4.128 0.153 2.282
H 4.109 -0.474 0.589
H 1.710 0.080 3.416
H 2.094 -1.704 3.357
H -0.367 -2.765 4.490
H -1.661 -1.544 4.303
H -3.422 -4.693 -0.443
H -3.890 -2.970 -0.759
H -4.860 -3.972 0.478
H -3.561 2.342 1.387
H -2.641 2.443 2.893
H -1.900 3.142 1.351
Mg -2.235 -3.278 -1.892
F -4.381 -2.862 -3.511
P -5.418 -1.574 -3.394
F -6.275 -2.518 -2.286
F -4.448 -1.121 -2.082
F -5.500 0.064 -3.423
F -6.938 -1.557 -3.985
F -4.927 -1.474 -4.944
Br 4.295 -4.387 -0.173
C 3.440 -3.642 -1.760
C 4.323 -3.778 -2.971
Br 5.750 -2.454 -2.950
H 3.187 -2.610 -1.529
H 2.523 -4.218 -1.884
H 3.759 -3.576 -3.880
H 4.794 -4.753 -3.051
C -0.624 3.084 -4.478
C -0.923 4.451 -4.480
C -1.650 5.013 -3.422
C -2.061 4.205 -2.387
C -1.771 2.836 -2.381
C -1.050 2.284 -3.438
N -2.801 4.794 -1.271
O -3.048 5.971 -1.318
O -3.122 4.055 -0.357
H -0.056 2.655 -5.294
H -0.588 5.077 -5.301
H -1.875 6.071 -3.433
H -2.090 2.185 -1.570
H -0.820 1.226 -3.440
C 4.857 2.807 3.397
N 5.256 4.112 4.006
O 4.842 4.349 5.114
O 5.957 4.814 3.334
H 4.212 2.265 4.132
H 4.308 3.024 2.476
H 5.765 2.242 3.190
F 1.361 5.627 -5.031
Be 3.177 1.060 3.492
```

Results of the Mulliken charge analysis, in e, for atoms 1 through 6: atom 1 (C): -1.045, atom 2 (C): 0.165, atom 3 (O): -0.246, atom 4 (C): -0.451, atom 5 (P): 0.014, atom 6 (C): -0.727